Molecular formula: C18H45ClLi2N3O6
Method: DFT, ωB97M-V with the def2-TZVPD basis set

The geometry in XYZ format:
```
75
C18H45ClLi2N3O6 | the OMol25 dataset | ωB97M-V with the def2-TZVPD basis set
H -1.97 -2.70 -5.46
H -3.99 -1.21 -1.19
H -0.39 1.36 -4.32
C -4.99 -2.83 -0.24
C -6.59 -4.28 -1.20
H 0.05 0.74 -2.80
H -4.29 0.67 1.60
N 0.92 -0.37 -4.49
H 4.20 0.17 -0.91
H 1.35 0.10 1.49
H 2.15 1.07 -5.52
C -3.40 0.23 1.15
H -2.70 0.65 5.48
H 2.33 -1.61 0.68
O -1.57 -0.65 -5.43
H -2.61 -1.41 0.46
C 2.80 0.99 -3.46
H -1.49 1.56 4.71
N 2.48 2.12 3.21
H 4.75 3.42 1.51
C 4.70 3.16 2.56
H 2.43 -2.87 2.00
H 2.26 1.94 -3.34
H 2.21 0.44 4.42
O 4.11 4.29 3.22
H 4.06 4.27 5.26
H 0.75 1.29 3.98
H -7.25 -4.47 -0.34
H 2.62 0.69 -0.30
H -4.10 -3.45 -0.43
H 5.74 3.04 2.86
H 4.66 5.77 4.39
C 4.69 4.68 4.47
N -3.53 -1.20 0.82
C 3.90 1.91 2.93
H 3.90 1.09 2.20
H -1.51 -0.16 2.28
H -1.78 1.46 1.72
Li 1.55 -1.36 -2.71
Cl -0.04 -1.12 -0.76
Li -0.67 -3.10 -1.66
H -2.85 -1.77 -6.68
H -5.42 -3.12 0.73
H -5.89 -5.11 -1.35
H 3.86 -2.12 1.27
C -0.12 0.41 -3.83
H 0.45 -0.79 -5.29
H 3.85 1.23 -3.64
O 2.66 0.20 -2.27
H -3.32 -1.57 -5.01
C 2.83 -1.94 1.59
C -2.47 -1.75 -5.66
H -1.52 -0.25 4.47
O -6.05 -3.00 -1.15
H 2.90 -0.34 -5.14
H 5.73 4.41 4.68
H 3.57 1.84 -1.16
H 2.31 3.00 3.68
O -2.90 0.75 3.40
C 1.71 0.97 3.59
C 3.32 0.78 -1.13
H 0.81 -0.87 2.71
C -1.45 -0.38 -4.03
C 1.60 -0.12 2.54
H -1.57 -1.30 -3.46
H -3.08 0.68 0.20
H -5.39 -0.74 -0.19
O 2.81 -0.90 2.53
C 2.17 0.34 -4.70
C -2.30 0.59 2.15
H -7.33 -4.38 -2.00
H 4.34 1.45 3.83
C -4.53 -1.40 -0.25
H -2.32 0.25 -3.83
C -2.12 0.67 4.56
```

Calculated values
Energy: -1803.4879 Ha
Energy above the lowest of the compared OMol25 structures with the same formula, charge and spin: 237.5 kJ/mol
E_HOMO: -9.99 eV
Net charge: +1

Molecular formula: C18H45F12MnN3O6P2
Method: DFT, ωB97M-V with the def2-TZVPD basis set

The geometry in XYZ format:
```
87
C18H45F12MnN3O6P2 | the OMol25 dataset | ωB97M-V with the def2-TZVPD basis set
H 2.93 2.46 1.51
O -2.64 -6.35 -0.72
H 0.51 1.81 4.07
H -2.75 -3.90 -2.99
H 3.49 -3.53 -0.63
F -2.28 0.42 -3.66
H 3.58 0.19 1.86
C -0.61 0.34 2.78
H 2.37 0.00 3.04
H 3.90 0.55 -2.05
O 1.77 -0.06 1.01
H -4.16 -5.60 -1.99
H -0.26 2.92 -1.82
C -2.37 -4.43 -2.12
F 2.56 6.81 3.00
H -1.46 0.27 3.46
H 3.33 2.95 -1.91
C -3.08 -5.75 -1.96
F -2.15 1.27 -1.46
H -2.68 -0.82 2.00
F 1.93 4.86 1.78
H -0.12 4.65 0.63
F -0.23 0.04 -1.13
F 0.13 4.60 3.02
F 0.66 6.55 4.32
O -1.01 0.20 1.40
H -1.66 -1.74 0.90
C -3.21 2.64 1.62
F 0.43 6.61 1.95
H 1.57 4.50 -1.72
C -1.98 3.94 0.11
C -3.34 -7.53 -0.33
H -2.60 -3.80 -1.25
F 2.06 4.79 4.18
H 2.36 0.16 -3.03
H 2.09 3.73 -0.21
P 1.30 5.73 3.06
O -2.01 2.72 0.84
C -2.01 -0.73 1.15
H 1.41 -2.02 1.64
H -2.58 -0.39 0.29
C 2.54 0.45 2.06
H -0.67 5.19 -0.95
H 1.90 -2.80 -2.63
H 2.94 -1.80 0.86
O 1.48 -4.07 -1.01
H 1.97 2.65 -2.97
H 2.72 2.20 3.21
H -3.30 -8.28 -1.13
C 1.49 3.60 -1.12
F -2.09 -1.14 -1.93
H 2.67 -0.65 -1.57
N 0.94 2.35 2.06
F -0.40 -0.77 -3.33
N 0.11 3.17 -0.91
C -0.56 4.31 -0.31
H -0.61 -4.81 -1.33
C 2.81 -4.38 -0.54
H -3.22 1.71 2.20
P -1.27 0.20 -2.38
C 0.05 1.75 3.09
H -4.08 2.77 0.97
H 1.36 -1.82 -0.01
H 2.68 -4.51 0.54
H 3.37 -5.23 -0.95
H -4.38 -7.27 -0.14
C 2.30 2.58 -1.93
O 2.12 1.28 -1.33
N -0.92 -4.63 -2.28
F -0.43 1.41 -2.90
H -2.86 -6.45 -2.76
H 0.96 3.33 2.32
H 1.72 -4.51 -3.06
C -0.18 -3.44 -2.64
C 2.31 1.93 2.24
C 2.84 0.30 -2.07
H -0.50 -3.27 -3.67
H -2.39 4.74 0.73
C 1.34 -3.71 -2.42
C 1.91 -1.45 0.86
H -2.91 -8.02 0.54
H -0.81 2.42 3.08
H -3.33 3.52 2.25
Mn 0.23 1.49 0.33
H -0.48 -2.63 -1.98
H -2.62 3.73 -0.75
H 0.06 -0.49 2.99
```

Calculated values
Energy: -4361.0049 Ha
Multiplicity: 6
Energy above the lowest of the compared OMol25 structures with the same formula, charge and spin: 0.0 kJ/mol
E_HOMO (spin up / spin down): -8.65 / -8.65 eV

Molecular formula: C18H46InO11S3Si
Method: DFT, ωB97M-V with the def2-TZVPD basis set

The geometry in XYZ format:
```
80
C18H46InO11S3Si | the OMol25 dataset | ωB97M-V with the def2-TZVPD basis set
O 4.63 2.90 -5.96
H -4.68 -3.03 5.11
C 4.77 3.62 -3.44
H 3.16 -0.74 0.34
C -2.87 -3.82 1.58
H 7.03 -3.05 0.45
H 3.15 -2.65 -1.09
H 6.33 -1.47 -3.41
H 4.06 -3.37 -2.44
O -3.75 -3.19 2.55
C 6.14 -3.29 -0.12
C 1.27 4.12 0.54
C 7.82 3.14 -5.81
H 4.42 1.99 0.42
H 7.65 -1.68 -2.23
H -9.09 2.17 5.56
C 0.23 0.65 1.64
O 6.76 3.66 -4.98
C 6.67 -1.25 -2.40
H -4.30 -4.37 0.06
H 3.04 4.44 -0.67
O -6.06 -3.82 1.99
C -8.75 -0.90 2.96
O 5.89 1.45 -4.38
C 7.50 3.24 -7.29
H 3.54 0.25 -1.08
C -3.41 -3.76 0.17
H -10.47 2.50 4.47
H 0.88 0.20 2.39
H 2.00 5.88 -0.57
H 3.79 3.18 -3.23
C -9.81 -1.66 2.18
O -0.66 -0.53 -0.28
O -9.48 -0.58 5.82
H -8.31 -1.52 3.74
O -11.50 -0.13 4.46
H 1.31 1.52 -1.40
C 3.69 1.25 0.76
H 4.66 4.66 -3.71
H 6.67 2.59 -7.57
H 6.77 -0.18 -2.34
H -7.95 -0.59 2.30
H 7.22 4.26 -7.56
C -0.41 -0.48 0.92
H -2.65 -4.84 1.89
H 0.22 4.35 0.45
H 6.33 -4.09 -0.82
H 3.42 -1.70 -2.51
H 5.43 3.50 -2.59
H -6.41 -3.30 4.76
O -4.69 -5.27 3.46
C 2.01 4.79 -0.64
H -1.94 -3.25 1.64
H -0.54 1.21 2.16
C -10.11 1.91 5.30
In 1.57 1.92 0.33
H -10.59 -2.04 2.83
O 5.19 -0.54 -0.07
H 5.34 -3.63 0.53
H 8.37 2.94 -7.88
H -0.72 -1.36 1.53
S -5.05 -3.97 2.99
C 3.84 0.01 -0.06
H -2.65 -4.13 -0.53
H -10.28 -1.01 1.44
H -9.35 -2.50 1.67
Si 5.45 -1.83 -1.09
O -9.26 0.33 3.55
S -10.17 0.21 4.84
C 3.87 -2.46 -1.88
H 1.57 4.48 -1.58
H 3.85 1.06 1.81
C -5.46 -2.94 4.36
H 8.04 2.11 -5.52
H 8.69 3.75 -5.57
H 1.67 4.54 1.46
S 5.46 2.75 -4.80
H -5.55 -1.92 4.02
H -3.66 -2.74 -0.10
H -10.77 2.02 6.16
```

Calculated values
Energy: -3215.2519 Ha
E_HOMO: -4.86 eV
Net charge: -1

Repeat the second record exactly.
Molecular formula: C18H45F12MnN3O6P2
Method: DFT, ωB97M-V with the def2-TZVPD basis set

The geometry in XYZ format:
```
87
C18H45F12MnN3O6P2 | the OMol25 dataset | ωB97M-V with the def2-TZVPD basis set
H 2.93 2.46 1.51
O -2.64 -6.35 -0.72
H 0.51 1.81 4.07
H -2.75 -3.90 -2.99
H 3.49 -3.53 -0.63
F -2.28 0.42 -3.66
H 3.58 0.19 1.86
C -0.61 0.34 2.78
H 2.37 0.00 3.04
H 3.90 0.55 -2.05
O 1.77 -0.06 1.01
H -4.16 -5.60 -1.99
H -0.26 2.92 -1.82
C -2.37 -4.43 -2.12
F 2.56 6.81 3.00
H -1.46 0.27 3.46
H 3.33 2.95 -1.91
C -3.08 -5.75 -1.96
F -2.15 1.27 -1.46
H -2.68 -0.82 2.00
F 1.93 4.86 1.78
H -0.12 4.65 0.63
F -0.23 0.04 -1.13
F 0.13 4.60 3.02
F 0.66 6.55 4.32
O -1.01 0.20 1.40
H -1.66 -1.74 0.90
C -3.21 2.64 1.62
F 0.43 6.61 1.95
H 1.57 4.50 -1.72
C -1.98 3.94 0.11
C -3.34 -7.53 -0.33
H -2.60 -3.80 -1.25
F 2.06 4.79 4.18
H 2.36 0.16 -3.03
H 2.09 3.73 -0.21
P 1.30 5.73 3.06
O -2.01 2.72 0.84
C -2.01 -0.73 1.15
H 1.41 -2.02 1.64
H -2.58 -0.39 0.29
C 2.54 0.45 2.06
H -0.67 5.19 -0.95
H 1.90 -2.80 -2.63
H 2.94 -1.80 0.86
O 1.48 -4.07 -1.01
H 1.97 2.65 -2.97
H 2.72 2.20 3.21
H -3.30 -8.28 -1.13
C 1.49 3.60 -1.12
F -2.09 -1.14 -1.93
H 2.67 -0.65 -1.57
N 0.94 2.35 2.06
F -0.40 -0.77 -3.33
N 0.11 3.17 -0.91
C -0.56 4.31 -0.31
H -0.61 -4.81 -1.33
C 2.81 -4.38 -0.54
H -3.22 1.71 2.20
P -1.27 0.20 -2.38
C 0.05 1.75 3.09
H -4.08 2.77 0.97
H 1.36 -1.82 -0.01
H 2.68 -4.51 0.54
H 3.37 -5.23 -0.95
H -4.38 -7.27 -0.14
C 2.30 2.58 -1.93
O 2.12 1.28 -1.33
N -0.92 -4.63 -2.28
F -0.43 1.41 -2.90
H -2.86 -6.45 -2.76
H 0.96 3.33 2.32
H 1.72 -4.51 -3.06
C -0.18 -3.44 -2.64
C 2.31 1.93 2.24
C 2.84 0.30 -2.07
H -0.50 -3.27 -3.67
H -2.39 4.74 0.73
C 1.34 -3.71 -2.42
C 1.91 -1.45 0.86
H -2.91 -8.02 0.54
H -0.81 2.42 3.08
H -3.33 3.52 2.25
Mn 0.23 1.49 0.33
H -0.48 -2.63 -1.98
H -2.62 3.73 -0.75
H 0.06 -0.49 2.99
```

Calculated values
Energy: -4361.0049 Ha
Multiplicity: 6
Energy above the lowest of the compared OMol25 structures with the same formula, charge and spin: 0.0 kJ/mol
E_HOMO (spin up / spin down): -8.65 / -8.65 eV

Q: Among the records above, which one has the lowest energy?
A: C18H45F12MnN3O6P2

Q: The lowest energy belongs to which entry?
A: C18H45F12MnN3O6P2